1.
Density functional theory data (ωB97M-V with the def2-TZVPD basis set) for a structure of composition C54H64AsBF2NO2PZn in a non-equilibrium geometry.

ORCA input file:
```
! wB97M-V def2-TZVPD RIJCOSX def2/J DEFGRID3
* xyz 0 1
Zn -0.22626 -0.68485 1.74793
C -6.97216 1.11115 1.05233
C -6.75996 -0.23295 0.34513
C -7.97556 -1.11925 0.64023
C -6.71866 -0.00715 -1.17227
C -5.43936 -0.86565 0.77153
C -4.26126 -0.14165 0.69183
C -3.01336 -0.71885 0.96743
N -1.81616 -0.07645 0.93763
C -1.55466 1.28795 0.75743
C -2.15346 2.11755 -0.17787
C -1.74216 3.43905 -0.34657
C -0.68706 3.89995 0.42503
C -0.00706 3.09385 1.33203
C -0.45086 1.77755 1.51613
O 0.19124 0.96265 2.36553
C 1.18494 3.60175 2.13843
C 2.41644 2.71725 1.88943
C 0.80264 3.55505 3.62283
C 1.57714 5.03485 1.77263
C -2.44766 4.33365 -1.36057
C -2.40846 3.68605 -2.75407
C -1.81096 5.72435 -1.48197
C -3.90696 4.53485 -0.92507
C -3.01636 -2.08945 1.34263
O -1.74546 -2.69355 1.48553
C -4.18836 -2.80285 1.56683
C -5.38506 -2.17475 1.22953
C -4.21796 -4.19785 2.19713
C -3.61396 -5.22585 1.23173
C -5.64236 -4.65945 2.54063
C -3.46296 -4.18775 3.53763
H -7.95456 1.50885 0.80693
H -6.23116 1.84495 0.75113
H -6.91606 0.98905 2.13073
H -8.88496 -0.58145 0.38183
H -8.03506 -1.37935 1.69293
H -7.94956 -2.03045 0.04793
H -7.65706 0.42865 -1.50967
H -6.56716 -0.95165 -1.68917
H -5.90736 0.65815 -1.44977
H -4.28286 0.90225 0.43733
H -2.93166 1.71295 -0.80487
H -0.36846 4.91645 0.30933
H 2.20564 1.69145 2.17093
H 3.25644 3.07105 2.48313
H 2.70724 2.74715 0.83983
H 0.50834 2.54705 3.89153
H -0.03616 4.22025 3.81203
H 1.63714 3.85455 4.25263
H 1.83564 5.10845 0.71843
H 2.45174 5.32625 2.35123
H 0.77744 5.73575 1.99653
H -1.37836 3.53175 -3.07017
H -2.89936 4.33555 -3.47947
H -2.91306 2.72355 -2.76347
H -0.75966 5.66055 -1.75527
H -1.90486 6.28115 -0.55177
H -2.32646 6.28815 -2.25927
H -4.45206 3.59435 -0.92137
H -4.41696 5.22065 -1.60137
H -3.93906 4.95805 0.07703
H -6.29376 -2.73165 1.33553
H -4.26276 -5.34115 0.36593
H -3.52446 -6.19375 1.72193
H -2.63046 -4.92305 0.88493
H -6.23686 -4.82535 1.64703
H -6.14466 -3.93575 3.17893
H -5.58966 -5.60325 3.07943
H -2.38796 -4.04855 3.42133
H -3.60466 -5.13935 4.05183
H -3.83916 -3.38525 4.16803
C 3.44554 -1.07415 0.79713
C 4.46624 -1.55475 -0.21637
As 6.30964 -0.96415 0.24183
C 7.09904 -1.31995 -1.52167
C 8.27584 -0.65255 -1.85087
C 8.89124 -0.85705 -3.07057
C 8.34084 -1.74245 -3.98407
C 7.18484 -2.43045 -3.65887
C 6.57454 -2.22675 -2.43397
C 5.97224 0.95255 -0.03837
C 5.39604 1.44275 -1.20397
C 5.12374 2.79105 -1.34237
C 5.43694 3.67215 -0.32027
C 6.02874 3.19895 0.83883
C 6.29024 1.84665 0.97753
P 1.70184 -1.41115 0.26943
C 1.68304 -0.50475 -1.31167
C 2.15854 -1.03765 -2.50867
C 2.19894 -0.25015 -3.64557
C 1.75564 1.06175 -3.60837
C 1.26884 1.58905 -2.42247
C 1.23934 0.81315 -1.27837
C 1.64974 -3.15305 -0.23407
C 2.40464 -4.13755 0.39813
C 2.22454 -5.46545 0.05493
C 1.28834 -5.82345 -0.90117
C 0.51804 -4.85185 -1.51527
C 0.68884 -3.52465 -1.17477
H 3.50904 0.01635 0.90783
H 3.60514 -1.51455 1.78803
H 4.22574 -1.15035 -1.20147
H 4.45604 -2.64475 -0.27967
H 8.70414 0.04195 -1.13357
H 9.80264 -0.32935 -3.31287
H 8.81384 -1.90025 -4.94177
H 6.75604 -3.13175 -4.36147
H 5.67994 -2.78725 -2.19247
H 5.16334 0.76605 -2.01857
H 4.66534 3.15635 -2.25107
H 5.22504 4.72585 -0.42857
H 6.28334 3.88425 1.63443
H 6.74974 1.47055 1.88593
H 2.48134 -2.06775 -2.56017
H 2.58534 -0.66195 -4.56667
H 1.77994 1.66545 -4.50377
H 0.90554 2.60565 -2.37887
H 0.85374 1.22745 -0.35687
H 3.11324 -3.87165 1.17003
H 2.80684 -6.22925 0.55013
H 1.14304 -6.86205 -1.15237
H -0.23826 -5.13425 -2.23407
H 0.06724 -2.76415 -1.62807
F -0.12766 -2.75115 3.13083
B -0.89476 -3.36505 2.18793
F -0.43236 -4.56655 1.87333
*
```

The value obtained for the orbital gap is 6.769 eV. The electronic energy is -6882.58092 Ha.



2.
Density functional theory data (ωB97M-V with the def2-TZVPD basis set) for the ion C9H13N3O with charge +2 in a non-equilibrium geometry.

ORCA input file:
```
! wB97M-V def2-TZVPD RIJCOSX def2/J DEFGRID3
* xyz 2 1
C 2.55762 1.38117 0.29612
C 3.22426 0.22924 -0.11780
C 1.18662 1.30648 0.37168
C 2.59638 -0.97617 -0.24246
C 0.44544 0.09138 0.32704
C 1.19462 -1.05777 -0.05742
C -0.76724 -2.36752 -0.15994
C -1.00560 0.04382 0.40032
C -1.38062 1.08258 -1.71198
N -1.53510 -1.32554 0.23930
N 0.50769 -2.30117 -0.12349
N -1.47381 0.42990 1.82387
O -1.64210 0.94750 -0.36729
H 3.02243 2.26830 0.31844
H 4.32380 0.06967 -0.15451
H 0.58564 2.18614 0.62782
H 3.26031 -1.79615 -0.45806
H -1.31076 -3.36161 -0.29776
H -1.95262 1.90045 -2.08478
H -1.47870 0.14069 -2.24349
H -0.34697 1.35835 -1.71907
H -2.46450 -1.36964 -0.05867
H 1.08196 -3.02384 -0.51629
H -2.43258 1.01530 1.88057
H -0.75588 1.14218 2.20961
H -1.68455 -0.34206 2.36359
*
```

The value obtained for the orbital gap is 9.198 eV. The electronic energy is -589.61151 Ha.



3.
Density functional theory data (ωB97M-V with the def2-TZVPD basis set) for an isolated molecule of C20H26N2O3S.

ORCA input file:
```
! wB97M-V def2-TZVPD RIJCOSX def2/J DEFGRID3
* xyz 0 1
C 3.45954 0.83291 -6.05679
C 2.05164 1.42253 -6.01478
O 1.15309 0.64046 -5.26116
C 1.22687 0.65352 -3.89341
C 2.02197 1.49702 -3.12975
C 1.99185 1.41267 -1.74822
C 1.17037 0.50222 -1.09064
C 0.35131 -0.32451 -1.86297
C 0.39024 -0.25078 -3.23752
H -0.24122 -0.88794 -3.83594
H -0.33728 -1.00836 -1.39115
N 1.11611 0.49802 0.30290
H 1.74492 1.18383 0.70095
C 1.12363 -0.74078 1.06057
H 0.74489 -1.53433 0.40918
C 2.52632 -1.12316 1.55694
C 3.04153 -0.15310 2.61860
C 2.05693 -0.04254 3.77925
C 0.68005 0.39098 3.28316
H -0.02383 0.44765 4.11419
C 0.16173 -0.61719 2.25822
N -1.17270 -0.26091 1.81080
S -2.13472 -1.54288 1.31013
O -1.79583 -2.68198 2.11227
O -2.09797 -1.68677 -0.12022
C -3.73764 -0.92337 1.79260
C -4.11709 -1.03208 3.11549
C -5.34504 -0.52643 3.50835
C -6.17154 0.08055 2.57476
C -5.77899 0.18265 1.24936
C -4.55080 -0.32222 0.85324
H -4.21501 -0.27252 -0.17047
H -6.42885 0.65227 0.52659
H -7.12976 0.47276 2.88188
H -5.65931 -0.60641 4.53800
H -3.45075 -1.52096 3.80760
H -1.12302 0.44080 1.08174
H 0.06092 -1.59670 2.73449
H 0.73467 1.37946 2.82411
H 1.97004 -1.01352 4.27106
H 2.42894 0.67465 4.51373
H 4.00935 -0.50082 2.98541
H 3.19962 0.83663 2.18236
H 2.47818 -2.12754 1.98088
H 3.21226 -1.14840 0.70656
H 2.62195 2.07610 -1.16973
H 2.67409 2.22564 -3.58612
H 2.07473 2.45624 -5.64549
H 1.62505 1.43035 -7.02220
H 3.42290 -0.17626 -6.45919
H 4.09623 1.44457 -6.69043
H 3.88943 0.78801 -5.05920
*
```

The value obtained for the orbital gap is 8.188 eV. The electronic energy is -1511.12904 Ha.



4.
Density functional theory data (ωB97M-V with the def2-TZVPD basis set) for a cluster of 13 separate species, C4H36N3O12 in total in a non-equilibrium geometry.

ORCA input file:
```
! wB97M-V def2-TZVPD RIJCOSX def2/J DEFGRID3
* xyz 2 2
C 0.09401 1.30586 1.57879
C 1.28209 1.32179 0.63856
C 0.93380 0.69449 -0.75674
N -2.17539 -0.90511 -1.58973
C -1.18860 -0.13658 -1.64524
N 0.00381 -0.38231 -0.89646
N -0.79485 2.51469 1.36915
H 0.53358 1.42851 2.56691
H -0.52686 0.43039 1.63253
H 1.61714 2.35576 0.51613
H 2.22528 0.83002 0.85199
H 0.73910 1.43521 -1.51868
H 1.87790 0.19834 -1.06514
H -2.15381 -1.73543 -0.99300
H -1.03919 0.78408 -2.20189
H -0.04635 -1.11643 -0.15411
H -1.76395 2.23512 1.52092
H -0.38864 3.30423 1.86204
H -0.72911 2.75232 0.35995
H -3.77239 0.28996 1.27579
H -3.30309 0.99421 -0.01475
O -3.27162 1.04419 0.94670
H -3.59407 -3.67314 -1.43794
H -3.88447 -2.84746 -0.15516
O -3.31924 -3.53342 -0.52450
H -0.57895 4.56955 -1.45023
H 0.61390 3.72304 -1.67519
O -0.07885 3.87855 -0.99532
H 3.29965 -3.38413 1.69954
H 3.18459 -2.23152 2.72489
O 2.93689 -2.50044 1.83173
H 3.22503 -3.02704 -1.01328
H 3.43084 -1.78993 -0.30197
O 3.59349 -2.15239 -1.18618
H -2.17890 -3.78636 2.45555
H -2.16089 -2.64115 1.40504
O -1.98905 -2.84996 2.32633
H -2.57286 3.74811 -1.12725
H -3.63725 4.04827 0.00014
O -2.81702 3.59046 -0.21349
H 0.29192 -0.54463 3.54305
H -0.86999 -0.59247 4.30629
O -0.10045 0.00217 4.25695
H 1.06427 -2.24962 -2.28704
H 0.36316 -3.34874 -1.46315
O 1.08882 -2.70927 -1.44143
H 3.98914 -0.29636 -2.45603
H 2.78268 -0.47362 -3.30928
O 3.33822 0.22437 -2.94581
H 2.55157 2.86593 -2.32234
H 2.16787 2.66962 -3.70091
O 1.80635 3.08785 -2.90313
H 1.26781 -1.86992 1.64074
H -0.15318 -2.16585 2.21617
O 0.34640 -1.53033 1.67070
*
```

The value obtained for the orbital gap (alpha / beta) is 10.865 / 6.538 eV. Its expectation value of S² is 0.77. The electronic energy is -1240.52022 Ha.



5.
Density functional theory data (ωB97M-V with the def2-TZVPD basis set) for a structure of composition C3H5O3P in a non-equilibrium geometry.

ORCA input file:
```
! wB97M-V def2-TZVPD RIJCOSX def2/J DEFGRID3
* xyz 0 3
C -0.48302 0.65774 0.08279
C -0.27237 -0.75952 -0.01891
C 0.61560 -1.38448 1.20457
O 2.79761 1.40566 0.08865
O 0.48123 0.17686 -0.84024
O 2.04404 -0.82576 0.91074
P 2.62162 0.04912 -0.41235
H -1.30846 1.18833 -0.34254
H -0.02568 1.11400 1.04204
H -0.99420 -1.41508 -0.48648
H 0.44439 -2.43904 1.39439
H 0.36985 -0.84969 2.11081
*
```

The value obtained for the orbital gap (alpha / beta) is 6.125 / 7.954 eV. Its expectation value of S² is 2.01. The electronic energy is -684.18023 Ha.



6.
Density functional theory data (ωB97M-V with the def2-TZVPD basis set) for a structure of composition C18H36BrCl30FO3S in a non-equilibrium geometry.

ORCA input file:
```
! wB97M-V def2-TZVPD RIJCOSX def2/J DEFGRID3
* xyz 0 1
O 0.82268 -0.39532 -0.49598
S 1.39760 0.40687 -1.53521
O 2.98797 0.66574 -1.06221
Br 3.61537 -1.01390 -0.61139
O 0.71593 1.87469 -1.41040
C -0.63400 1.73066 -1.93043
C -1.63412 1.62783 -0.77582
C -2.59809 0.48400 -0.95275
F -3.64150 0.86523 -1.79566
H -0.71523 0.80101 -2.49172
H -0.85597 2.52714 -2.61661
H -1.05481 1.44952 0.11369
H -2.22163 2.52809 -0.69531
H -2.07811 -0.38724 -1.33749
H -3.03115 0.19730 -0.00220
C -6.57753 1.46897 -1.50454
Cl -7.06218 3.16383 -1.67803
Cl -7.45987 0.66857 -0.19715
H -6.78822 0.95308 -2.43245
H -5.51790 1.43042 -1.28501
C 6.15460 1.07893 0.78706
Cl 6.28660 -0.40104 1.75033
Cl 7.70264 1.87015 0.49927
H 5.71597 0.81829 -0.16778
H 5.51594 1.77444 1.31614
C -0.10458 -3.69937 -0.65528
Cl 1.45665 -4.32321 -1.19682
Cl -1.41376 -4.12450 -1.75925
H -0.31926 -4.11762 0.31725
H -0.03623 -2.61806 -0.59501
C -0.65767 2.49562 -5.93162
Cl -1.99478 2.33935 -4.78881
Cl 0.88293 1.99862 -5.21135
H -0.85971 1.86295 -6.78658
H -0.58029 3.53191 -6.23562
C -1.98074 -6.74467 1.43042
Cl -2.50088 -5.06306 1.24469
Cl -2.80341 -7.55071 2.76819
H -2.19876 -7.27783 0.51350
H -0.91242 -6.74230 1.62196
C -2.23628 6.04160 -0.57023
Cl -1.81763 5.00633 -1.94279
Cl -2.49422 5.09449 0.89535
H -1.42736 6.74094 -0.39814
H -3.15255 6.56918 -0.80670
C 3.72179 -4.82924 -3.92734
Cl 4.11762 -3.38079 -4.86178
Cl 4.98663 -5.19667 -2.74587
H 2.79265 -4.65903 -3.39984
H 3.61955 -5.66835 -4.60405
C 0.84509 -1.63217 -5.86041
Cl 0.17677 -2.55545 -4.51061
Cl -0.42193 -1.05134 -6.95269
H 1.37696 -0.77583 -5.46440
H 1.51856 -2.27113 -6.41762
C 6.34052 5.10375 2.58080
Cl 7.95696 4.70442 1.99288
Cl 5.06416 4.37403 1.58974
H 6.24175 4.72788 3.59119
H 6.21632 6.17903 2.56422
C 6.46549 -2.04959 5.40698
Cl 8.01355 -2.04233 6.26000
Cl 5.84346 -3.68912 5.18360
H 5.74797 -1.48327 5.98687
H 6.60553 -1.59927 4.43320
C -6.38654 4.90904 1.70533
Cl -5.91557 6.36472 0.81413
Cl -5.16164 4.42050 2.88327
H -7.31051 5.11421 2.23047
H -6.52591 4.10145 0.99733
C -4.34982 -2.02803 3.12561
Cl -2.82288 -1.15574 2.91633
Cl -5.73130 -0.93794 2.97592
H -4.42096 -2.79321 2.36221
H -4.36333 -2.46905 4.11777
C -4.11877 -0.70933 6.67235
Cl -2.58531 -0.91276 7.52294
Cl -4.94374 -2.25579 6.42171
H -4.76281 -0.06916 7.26135
H -3.92321 -0.26240 5.70415
C 2.75112 -8.03192 -0.03506
Cl 1.30779 -7.42431 0.79035
Cl 4.15401 -8.06595 1.03366
H 2.55080 -9.03800 -0.38073
H 2.96719 -7.37748 -0.87158
C 1.72078 6.02105 -0.05775
Cl 2.98134 7.18626 -0.48092
Cl 0.10225 6.72593 -0.18196
H 1.78440 5.17943 -0.73614
H 1.87919 5.69596 0.96283
*
```

The value obtained for the orbital gap is 9.243 eV. The electronic energy is -17810.79426 Ha.